# 1
Computed, not measured: one molecule with the formula C3H7NOS in a non-equilibrium geometry, with the ωB97M-V functional and the def2-TZVPD basis.

Expectation value of S² = 2.01
Max |F| = 5.92 eV/A
LUMO energy (alpha / beta) = 0.0192 / -0.1148 Eh
Multiplicity = 3
Electronic energy = -646.35585 Ha
HOMO energy (alpha / beta) = -4.52 / -10.16 eV

Each line ends with the Mulliken charge.
CARTESIAN COORDINATES (ANGSTROEM)
S 0.44081 0.12626 1.44847  0.290
O 0.41491 -0.66385 2.65589  -0.447
N 1.81300 0.69785 0.86171  -0.382
C -0.18385 -0.93529 -1.21510  -0.475
C -0.73755 -0.28351 -0.07576  -0.213
C -0.61450 0.54515 -1.33404  -0.715
H 2.50069 0.59547 1.63854  0.336
H -1.42561 0.86705 -1.91389  0.264
H 0.83647 -1.23674 -1.28439  0.335
H -0.98235 -1.62145 -1.68517  0.209
H 0.11442 1.25376 -1.46662  0.272
H -0.49515 1.19924 1.94282  0.164
H -1.68129 -0.54392 0.42754  0.364

Force components x, y, z for each atom (eV/Å):
-3.244 -4.688 -1.577
-0.148 0.175 3.275
2.127 3.392 -0.017
-2.535 -0.972 -2.182
-0.779 2.961 1.427
-0.443 -2.384 0.758
-0.264 -0.091 -0.585
-1.531 -0.280 -0.657
0.582 -0.092 -0.009
1.783 0.749 0.584
2.199 1.420 0.447
1.816 -0.279 -1.021
0.438 0.089 -0.442


# 2
Computed, not measured: an isolated ion of composition C10H12NO2 and charge +1 in a non-equilibrium geometry, with the ωB97M-V functional and the def2-TZVPD basis.

Total charge = +1
Max |F| = 4.48 eV/A
LUMO energy (alpha / beta) = -0.1313 / -0.1313 Eh
Multiplicity = 1
Electronic energy = -593.07319 Ha
HOMO energy (alpha / beta) = -11.25 / -11.25 eV

Each line ends with the Mulliken charge.
CARTESIAN COORDINATES (ANGSTROEM)
O 1.82615 -1.53455 -1.23951  -0.367
O 1.95579 -1.50094 0.78090  -0.385
N 0.94855 1.90174 0.99683  -0.325
C -2.68996 -1.80986 0.59245  -0.490
C 2.88162 -1.59150 -0.26104  -0.248
C -0.44821 -1.24933 -0.04435  0.655
C -1.34125 -2.18424 0.51004  -0.538
C -1.03324 -0.00867 -0.53342  0.750
C 1.11775 1.22169 -0.31587  -0.993
C 1.01582 -1.28258 -0.18700  0.691
C -0.11071 0.96350 -1.17534  -0.993
C -2.40847 0.15063 -0.63145  -0.768
C -3.23469 -0.74013 -0.03633  -0.568
H -0.59515 1.86110 -1.52788  0.480
H -2.79368 1.05509 -1.00605  0.418
H -1.01616 -3.08595 1.08821  0.383
H -3.35264 -2.40610 1.23088  0.371
H 2.02887 1.62597 -0.81127  0.482
H 0.52211 1.32484 1.67613  0.336
H 0.36097 0.44310 -1.94156  0.290
H 1.82286 2.20998 1.45758  0.369
H 3.43873 -2.44864 -0.29019  0.335
H 3.51456 -0.76684 -0.08502  0.275
H 0.25605 2.84703 0.86990  0.389
H -4.23780 -0.46473 -0.09897  0.452

Force components x, y, z for each atom (eV/Å):
-0.286 0.186 0.415
-2.386 -0.982 0.372
-1.649 3.941 -1.346
-0.365 -2.228 1.182
-0.809 0.977 0.127
-1.255 1.661 -0.809
0.602 0.292 1.182
0.067 -1.493 -0.602
1.191 -1.970 -0.201
1.371 1.554 1.372
1.001 1.234 2.313
2.252 0.348 0.468
0.547 0.197 -0.254
-0.494 0.268 -0.316
-0.364 0.930 -0.705
-0.153 0.857 -0.931
0.332 -0.115 -0.491
-0.953 -0.210 0.280
-1.041 -0.948 0.840
0.513 -0.494 -2.140
-0.385 -0.045 -0.767
1.075 -2.485 -0.247
0.747 1.600 -1.069
2.213 -2.758 0.829
-1.770 -0.315 0.499


# 3
Computed, not measured: one molecule with the formula C17H27NO4, with the ωB97M-V functional and the def2-TZVPD basis.

Max |F| = 0.46 eV/A
LUMO energy = 0.0344 Eh
Multiplicity = 1
Electronic energy = -1019.60773 Ha
HOMO energy = -7.99 eV

Each line ends with the Mulliken charge.
CARTESIAN COORDINATES (ANGSTROEM)
O -2.94569 1.59764 0.56184  -0.346
O -0.15689 3.06331 -0.21232  -0.452
O -0.73361 -3.46116 0.09922  -0.407
O -3.03013 -1.18377 -0.41800  -0.337
N 0.57429 -0.24054 1.46732  0.380
C 4.46709 1.21522 -0.60712  -0.432
C -3.30308 -0.06299 -1.21970  -0.433
C 1.98892 -0.43699 1.74938  -1.614
C 3.16108 -1.20838 -0.34725  -0.208
C 3.61815 0.99455 0.46268  -0.410
C 4.00130 -0.98530 -1.42498  -0.712
C 4.65256 0.22816 -1.56056  -0.534
C -2.57866 2.94189 0.34953  -0.751
C 0.13302 1.12883 1.30086  -1.039
C -3.88578 1.03835 -0.32671  -0.723
C -1.46953 3.17280 -0.69692  -0.326
C -2.55740 -2.30612 -1.12982  -0.565
C 0.37582 1.75790 -0.08898  0.317
C 2.94542 -0.21482 0.60110  0.997
C -2.11870 -3.38490 -0.12460  -0.579
C -0.02343 -1.14354 0.50602  0.340
C -0.18672 -2.56911 1.05082  -0.915
H -3.46110 3.52831 0.05826  0.518
H -0.04318 1.11054 -0.86979  0.189
H -0.94224 1.14151 1.49892  0.413
H 0.62766 1.74703 2.05339  0.273
H -2.38499 0.28198 -1.72080  0.168
H -1.62494 2.49878 -1.55226  0.252
H -4.66814 0.57733 0.28743  0.310
H 2.24268 0.24110 2.56900  0.528
H 0.78377 -3.00539 1.30001  0.282
H -2.39156 -4.36848 -0.51652  0.361
H 2.68104 -2.16997 -0.23632  0.341
H -3.36068 -2.69416 -1.77484  0.499
H 0.53743 -1.19722 -0.44166  0.078
H -0.80542 -2.54225 1.95704  0.337
H -4.04167 -0.32005 -1.99647  0.538
H -1.02281 -0.75968 0.30652  -0.023
H 1.44860 1.86366 -0.27238  -0.048
H -4.33497 1.81258 -0.95972  0.434
H -1.70540 -2.03642 -1.76998  0.297
H -1.54784 4.20629 -1.04884  0.346
H -2.21909 3.30531 1.31602  0.355
H -2.65797 -3.20682 0.81454  0.309
H 5.31081 0.40075 -2.39947  0.384
H 3.48030 1.76801 1.20572  0.364
H 4.98523 2.15902 -0.69716  0.382
H 4.15325 -1.76540 -2.15714  0.397
H 2.10219 -1.46117 2.11689  0.463

Force components x, y, z for each atom (eV/Å):
0.141 -0.262 0.042
0.021 0.020 0.216
0.211 -0.005 -0.104
-0.085 0.072 0.223
0.054 -0.138 0.009
0.038 0.109 -0.005
-0.152 0.346 0.118
-0.099 -0.087 0.064
0.024 0.055 0.044
0.076 -0.122 0.034
0.019 -0.085 -0.099
0.046 0.017 -0.072
0.277 0.230 -0.258
-0.171 0.337 -0.183
0.037 -0.375 -0.271
-0.379 0.038 0.226
0.055 -0.292 0.094
0.235 -0.218 0.118
0.042 0.007 0.084
-0.203 0.143 -0.324
-0.035 -0.317 0.067
0.111 0.236 0.002
0.033 -0.024 0.038
0.021 0.006 -0.009
0.119 0.103 0.020
-0.020 0.045 0.033
-0.080 -0.009 0.031
0.008 0.072 0.008
-0.019 0.079 -0.144
0.049 -0.097 0.001
-0.060 0.072 0.104
-0.063 0.103 0.059
-0.078 -0.110 0.021
0.069 0.033 0.049
-0.146 0.005 0.002
0.043 0.000 -0.017
0.052 0.044 0.049
0.054 0.009 -0.127
-0.225 -0.094 -0.048
-0.003 -0.030 0.023
-0.039 -0.039 0.040
-0.097 -0.096 -0.026
-0.039 0.094 -0.104
-0.019 -0.065 -0.034
0.050 0.009 -0.059
-0.040 0.081 0.084
0.039 0.072 -0.009
0.017 -0.056 -0.051
0.111 0.085 0.043